#one
The following is a quantum chemistry calculation of a structure of composition C5H7O5P, from OMol25.

Geometry (Å):
C  2.6974  -1.2167  0.2718
C  1.7277  2.4768  -0.1361
C  0.0359  -0.6307  -0.9411
C  2.0808  0.1628  0.5811
C  0.4198  -0.3778  0.5502
O  2.6805  -1.7152  -0.8964
O  2.2882  3.4504  -0.6658
O  3.0175  -1.7970  1.3312
O  0.6678  2.4977  0.5167
O  2.4097  1.3001  -0.4040
P  -0.7019  0.9605  1.3213
H  -0.0621  0.2438  -1.6182
H  0.8992  -1.2306  -1.2640
H  -0.9645  -1.0802  -0.8496
H  2.2839  0.5805  1.5322
H  0.3742  -1.3222  1.1265
H  -1.7290  -0.0072  1.6744
H  -1.3213  1.4179  0.2714

Computed properties:
total charge	-2
molar mass	178.080	g/mol
2S+1	1
E_HOMO	-0.91	eV

=====

#two
The following is a quantum chemistry calculation of the ion C5H7O5P with charge -2, from OMol25.

Geometry (Å):
C  2.9469  0.2185  -1.0785
C  1.7943  -0.1125  -0.5238
C  1.4729  -1.5621  -0.1634
O  2.2639  -1.8910  0.7549
O  0.6226  -2.2853  -0.7586
P  0.6452  1.2410  -0.0728
O  0.0281  1.7224  -1.3614
O  1.2565  2.2118  0.8695
O  -0.5773  0.5697  0.8947
C  -1.5658  -0.1630  0.2326
C  -2.8637  -0.0290  1.0002
H  3.3057  1.3130  -1.1498
H  3.6160  -0.4347  -1.3667
H  -1.8109  0.3594  -0.6795
H  -1.1744  -1.1766  -0.2110
H  -2.7877  -0.4267  1.9733
H  -3.3648  0.9702  0.9877
H  -3.8075  -0.5252  0.6525

Computed properties:
total charge	-2
structure (SMILES)	C=C(C(=O)[O-])[P@](=O)([O-])OCC
molar mass	178.080	g/mol
2S+1	1
E_HOMO	-0.73	eV

=====

Most stable: #two. Least stable: #one.

=====

#one
The following is a quantum chemistry calculation of a cluster of 2 separate species, C2H2N4O2 in total, from OMol25.

Geometry (Å):
C  0.7598  1.0384  -0.2071
C  -0.5285  0.5119  -0.2726
H  -2.1164  -0.3486  0.5999
H  0.9687  2.2162  0.0672
N  -0.3517  -0.9605  -0.2463
N  0.7808  -1.4876  0.0033
N  1.8569  -0.9035  0.1004
N  1.8955  0.3817  -0.0539
O  -1.6233  -1.3805  -0.1123
O  -1.6418  0.9326  0.1214

Computed properties:
total charge	0
molar mass	114.064	g/mol
2S+1	1
E_HOMO	-10.50	eV

=====

#two
The following is a quantum chemistry calculation of the molecule C2H2N4O2, from OMol25.

Geometry (Å):
N  1.2163  1.0927  0.4529
C  -0.0101  0.4440  0.1468
N  -1.1621  1.1328  -0.2967
O  -2.1721  0.3021  -0.2710
N  -1.9744  -1.0874  0.3227
N  -0.9415  -1.6832  0.3145
C  0.2800  -1.0122  -0.0588
O  1.3139  -1.6409  -0.4011
H  1.9619  0.4073  0.0069
H  1.4881  2.0447  -0.2161

Computed properties:
total charge	0
structure (SMILES)	Nc1nonnc1=O
molar mass	114.064	g/mol
2S+1	1
E_HOMO	-9.73	eV

=====

#three
The following is a quantum chemistry calculation of the molecule C2H2N4O2, from OMol25.

Geometry (Å):
N  1.3632  -0.4220  1.0723
C  0.0573  0.0270  1.1179
O  -0.6099  0.2724  2.0924
C  -0.5245  0.1468  -0.2219
N  0.1698  -0.0025  -1.3999
N  -0.5554  0.2411  -2.3721
O  -1.8154  0.5461  -1.8477
N  -1.7728  0.4637  -0.4752
H  1.8315  -0.4901  0.1457
H  1.8563  -0.7826  1.8885

Computed properties:
total charge	0
structure (SMILES)	NC(=O)c1nnon1
molar mass	114.064	g/mol
2S+1	1
E_HOMO	-11.03	eV

=====

Most stable: #three. Least stable: #one.

=====

#one
The following is a quantum chemistry calculation of the molecule C2H2N4O2, from OMol25.

Geometry (Å):
O  -0.0896  1.2924  -1.6447
C  -0.6500  1.1707  -0.5494
C  -0.2738  0.1609  0.4328
N  -0.7168  -0.0393  1.6580
N  -0.0866  -1.2371  1.9692
N  0.5797  -1.7281  0.9429
N  0.6022  -0.7955  0.0082
O  1.3267  -0.6984  -1.0819
H  -1.3523  1.8371  -0.1070
H  0.6604  0.0375  -1.6280

Computed properties:
total charge	0
structure (SMILES)	O=Cc1nnnn1O
molar mass	114.064	g/mol
2S+1	1
E_HOMO	-10.77	eV

=====

#two
The following is a quantum chemistry calculation of the molecule C2H2N4O2, from OMol25.

Geometry (Å):
O  1.3852  2.1106  0.7378
C  0.9280  1.1123  0.2237
N  1.4038  -0.1584  0.2555
C  0.5540  -1.0885  0.3172
N  -0.7360  -0.9222  -0.1631
O  -1.4543  -1.9929  -0.5720
N  -1.2071  0.2760  -0.5035
N  -0.4585  1.2735  -0.3278
H  0.7991  -2.1944  0.6196
H  -2.1529  -2.1717  -0.0191

Computed properties:
total charge	0
structure (SMILES)	O=c1ncn(O)nn1
molar mass	114.064	g/mol
2S+1	1
E_HOMO	-9.71	eV

=====

Most stable: #two. Least stable: #one.

=====

#one
The following is a quantum chemistry calculation of the molecule C3H3N3, from OMol25.

Geometry (Å):
C  0.2823  -0.2631  -0.3970
C  -2.7813  1.4194  -0.0012
C  1.6701  -0.0379  -0.0084
N  -2.5721  0.2733  0.0627
N  -1.9429  -0.8906  0.1029
N  -0.6975  -0.7553  0.0068
H  1.6772  0.9476  0.4850
H  2.0725  -0.8403  0.5495
H  2.2917  0.1468  -0.8004

Computed properties:
total charge	0
molar mass	81.078	g/mol
2S+1	1
E_HOMO (spin up / spin down)	-8.89 / -8.89	eV

=====

#two
The following is a quantum chemistry calculation of the molecule C3H3N3, from OMol25.

Geometry (Å):
C  0.7921  -0.2817  0.2458
C  -0.1446  -1.0268  -0.4567
N  -0.7308  -0.2673  -1.4024
N  -1.2004  0.9218  -1.0516
N  -0.7940  1.4669  0.0588
C  0.0919  0.7849  0.8116
H  1.7036  -0.7020  0.6691
H  -0.0357  -2.0907  -0.6715
H  0.3178  1.1950  1.7969

Computed properties:
total charge	0
structure (SMILES)	c1cnnnc1
molar mass	81.078	g/mol
2S+1	1
E_HOMO	-9.55	eV

=====

#three
The following is a quantum chemistry calculation of the molecule C3H3N3, from OMol25.

Geometry (Å):
C  -0.0044  0.8100  0.1430
C  1.1556  0.1763  0.0454
N  1.1803  -1.2374  0.1695
N  0.3490  -2.0449  0.3078
N  -1.5652  -1.1081  0.1110
C  -1.2952  0.1088  -0.0735
H  -0.0438  1.8942  0.1234
H  2.1316  0.5904  -0.1584
H  -1.9081  0.8108  -0.6682

Computed properties:
total charge	0
molar mass	81.078	g/mol
2S+1	1
E_HOMO (spin up / spin down)	-8.15 / -8.13	eV

=====

Most stable: #two. Least stable: #one.

=====

#one
The following is a quantum chemistry calculation of the molecule C3H3N3, from OMol25.

Geometry (Å):
C  0.1758  0.9051  -0.4764
N  0.1552  -0.3962  0.3688
C  -0.7201  -0.2634  1.3203
N  -1.4504  -0.0542  2.1810
C  0.5234  -1.4622  -0.3233
N  0.7909  -2.2209  -1.1212
H  -0.6788  0.8539  -1.1906
H  0.0699  1.7302  0.2717
H  1.1341  0.9076  -1.0303

Computed properties:
total charge	0
structure (SMILES)	CN(C#N)C#N
molar mass	81.078	g/mol
2S+1	1
E_HOMO	-10.56	eV

=====

#two
The following is a quantum chemistry calculation of the molecule C3H3N3, from OMol25.

Geometry (Å):
N  -0.4293  -1.1606  -0.3142
C  0.1237  0.5546  0.6273
C  0.8761  -0.4654  -0.1000
N  2.0391  -0.6863  -0.3747
C  -0.3508  1.7495  0.0215
N  -0.7783  2.6929  -0.5033
H  -0.6273  -2.0286  0.1810
H  -0.8465  -1.1239  -1.2430
H  -0.0066  0.4678  1.7054

Computed properties:
total charge	0
molar mass	81.078	g/mol
2S+1	1
E_HOMO (spin up / spin down)	-10.76 / -8.26	eV

=====

#three
The following is a quantum chemistry calculation of the molecule C3H3N3, from OMol25.

Geometry (Å):
C  -1.7903  -0.6361  0.0543
N  -0.4814  -0.5522  -0.0997
N  -0.1378  0.8286  -0.1500
C  1.1369  0.9443  0.0208
C  1.8924  -0.1719  -0.0178
N  2.5723  -1.1351  -0.0437
H  -2.4071  -1.6068  0.0423
H  -2.3509  0.3487  -0.0305
H  1.5660  1.9805  0.2242

Computed properties:
total charge	0
structure (SMILES)	C=N/N=C\C#N
molar mass	81.078	g/mol
2S+1	1
E_HOMO	-10.36	eV

=====

#four
The following is a quantum chemistry calculation of a cluster of 3 separate species, C3H3N3 in total, from OMol25.

Geometry (Å):
C  -0.2832  1.7157  -0.1560
C  -1.1366  0.9520  -0.0345
H  0.0752  2.6765  -0.3096
H  -2.0080  0.4005  0.0406
C  1.5782  -0.3490  0.0107
N  1.9732  -1.4042  0.0204
H  1.7307  0.6933  0.0719
N  -0.6552  -2.7940  0.1355
N  -1.2743  -1.8907  0.2210

Computed properties:
total charge	0
structure (SMILES)	C#C.C#N.N#N
molar mass	81.078	g/mol
2S+1	1
E_HOMO	-11.09	eV

=====

Most stable: #one. Least stable: #two.

=====

#one
The following is a quantum chemistry calculation of a structure of composition C4H8N4, from OMol25.

Geometry (Å):
C  0.9819  1.8747  0.7501
C  -1.5875  0.6267  -0.5301
N  0.7142  0.4746  0.5163
C  -0.3362  -0.0437  -0.0695
N  -0.6916  -2.4008  -0.1223
N  0.0557  -1.2697  -0.5276
C  1.5723  -1.0911  -0.2913
N  2.6737  -1.4830  -0.3847
H  -0.4241  -2.6523  0.8306
H  -0.4245  -3.1825  -0.7160
H  2.0613  2.0362  0.7414
H  0.5353  2.5508  0.0157
H  0.5962  2.1820  1.7261
H  -2.2023  0.8948  0.3319
H  -2.1594  -0.0481  -1.1703
H  -1.3648  1.5314  -1.1004

Computed properties:
total charge	0
molar mass	112.136	g/mol
2S+1	1
E_HOMO	-9.01	eV

=====

#two
The following is a quantum chemistry calculation of the molecule C4H8N4, from OMol25.

Geometry (Å):
C  1.1006  0.5190  2.7152
N  1.3233  -0.3460  1.8193
N  0.6892  -0.0726  0.6240
C  0.4515  -1.3034  -0.0835
C  -0.0801  -1.2577  -1.3422
C  -0.3092  0.0563  -1.9544
N  -0.9880  1.0731  -1.6718
N  -1.7463  1.0884  -0.4098
H  1.4909  0.3693  3.7158
H  0.4017  1.4569  2.5977
H  -0.0242  0.6881  0.5627
H  0.6511  -2.2621  0.4049
H  0.0519  -2.1723  -1.7550
H  0.1543  0.2836  -2.9676
H  -2.8363  1.3447  -0.7314
H  -1.8134  0.0060  -0.3695

Computed properties:
total charge	0
structure (SMILES)	C=NN/C=C\C=N/N
molar mass	112.136	g/mol
2S+1	1
E_HOMO	-8.50	eV

=====

Most stable: #one. Least stable: #two.